A molecular structure, C14H20I2IrN5O6, computed with the ωB97M-V functional and the def2-TZVPD basis.

Computed properties:
Total charge: +3
HOMO level (alpha / beta) in eV: -16.403 / -17.161
HOMO-LUMO gap (alpha / beta) in eV: 5.987 / 6.930
M in g/mol: 800.37
Spin multiplicity: 2
Energy relative to the best compared isomer or geometry (same formula, charge and spin) in kJ/mol: 272.3
LUMO (alpha / beta) in Ha: -0.383 / -0.376

Each line ends with the Löwdin charge.
CARTESIAN COORDINATES (ANGSTROEM)
Ir 0.13132 -0.77201 -0.30388  0.974
O -1.87302 -3.67578 -2.95431  0.222
C -1.09659 -2.95416 -2.19832  -0.458
O -1.15339 -1.73848 -2.07973  -0.019
C -0.05955 -3.68020 -1.45140  -0.156
C 0.18362 -5.03284 -1.51800  0.080
C 1.22773 -5.55900 -0.74986  0.048
C 1.96511 -4.71988 0.05938  0.089
C 1.63532 -3.36774 0.07977  -0.163
N 0.66633 -2.86504 -0.65816  0.033
C 2.28570 -2.35172 0.93514  -0.535
O 3.16632 -2.60478 1.69294  0.197
O 1.74261 -1.13342 0.76417  -0.379
H -2.54219 -3.14476 -3.41881  0.175
H -0.42314 -5.66392 -2.15260  0.148
H 1.44831 -6.61748 -0.78504  0.143
H 2.78065 -5.06950 0.67892  0.153
N 1.18681 0.55867 -2.06964  0.041
C 0.59898 1.62669 -2.60589  -0.165
C 1.30283 2.93282 -2.78630  -0.158
C 2.19054 3.44909 -1.63744  -0.157
C 2.45567 4.95927 -1.75784  -0.141
N 1.43953 5.77218 -1.08374  0.093
C 1.64790 6.94578 -0.46839  -0.411
N 2.86480 7.45999 -0.34930  0.235
N 0.61124 7.60170 0.04486  0.222
C -1.48351 2.01937 -0.94008  -0.451
O -1.59081 3.16479 -0.98774  0.256
O -1.57437 0.87978 -0.67919  -0.005
H 2.12365 0.73934 -1.70801  0.133
H 1.18953 -0.24625 -2.69778  0.135
H -0.10113 1.35448 -3.39358  0.150
H 0.55039 3.68078 -3.04953  0.124
H 1.91043 2.79720 -3.69222  0.149
H 3.16342 2.95438 -1.65912  0.124
H 1.73619 3.23111 -0.66649  0.106
H 2.49597 5.23512 -2.81428  0.142
H 3.42953 5.17362 -1.32685  0.120
H 0.47838 5.49098 -1.19644  0.150
H 3.68068 7.02734 -0.74294  0.123
H 3.00863 8.33827 0.12393  0.148
H -0.33342 7.27150 -0.05654  0.137
H 0.73013 8.49392 0.49757  0.144
I -1.54482 -1.66452 1.74730  1.130
C -0.59394 -0.32774 3.09462  -0.979
I 0.47175 1.16064 2.02336  1.055
H 0.11141 -0.88933 3.69525  0.002
H -1.35772 0.15542 3.69184  -0.006